46
Properties=species:S:1:pos:R:3:forces:R:3:nbo_charge:R:1 method="wB97M-V/def2-TZVPD" lumo_ha="-0.0226 / -0.0656" gap_ha="0.27630 / 0.23328" homo_energy_ev="-8.13 / -8.13" relative_energy_kj_mol=574.0 multiplicity=2
H 1.740 2.084 0.182 -0.08 -0.24 -0.02 0.2090
N 1.055 0.757 -1.351 -2.14 3.88 -0.54 -0.4916
B 0.083 -0.137 -3.570 -0.10 1.67 -1.51 0.5847
N 0.371 1.006 -2.564 1.11 0.27 2.39 -0.3103
C 0.184 2.347 -2.689 0.70 -0.69 0.48 0.0231
Cu 2.172 -0.628 -0.924 1.30 1.25 2.82 0.9226
H -0.254 2.833 -3.558 -0.03 -0.55 0.21 0.2333
C 0.745 2.974 -1.583 -0.43 0.17 0.18 -0.3553
H 0.775 4.023 -1.347 -0.10 0.09 -0.20 0.2319
C 1.224 1.965 -0.761 -0.16 -0.47 -1.26 -0.0322
H 0.485 0.383 -4.590 0.24 -0.35 -0.19 -0.0669
C 0.017 -0.721 1.909 2.91 -0.04 -3.42 -0.7198
H 0.784 0.259 1.766 -2.42 -2.57 0.65 0.1944
H 0.753 -1.712 1.974 -2.29 2.44 0.12 0.2102
H -0.703 -0.760 0.952 1.40 0.03 2.42 0.2462
N -1.449 -0.264 -3.901 0.01 -0.56 -0.87 -0.3372
N 0.997 -1.371 -3.307 1.08 -0.71 1.01 -0.3157
N -2.120 -1.322 -3.432 -4.55 1.89 -0.47 -0.2700
N 1.681 -1.754 -2.135 -0.89 -3.81 -3.86 -0.4948
C -2.190 0.536 -4.773 -1.04 -1.81 0.61 -0.0757
C 1.481 -2.100 -4.326 -0.08 -0.87 0.96 0.0465
H -1.749 1.340 -5.359 0.01 -0.28 0.38 0.2145
H 1.033 -1.931 -5.296 0.33 -0.18 -0.02 0.2360
C -3.517 0.003 -4.827 2.32 -1.27 2.80 -0.3427
C 2.420 -3.034 -3.844 -0.34 1.02 -0.27 -0.3631
C -3.491 -1.097 -3.871 3.76 0.23 -0.29 -0.1031
C 2.528 -2.761 -2.472 -0.61 1.07 -0.79 -0.0258
H -4.380 0.328 -5.356 -0.25 0.40 -0.32 0.2255
H 3.017 -3.681 -4.456 0.00 -0.25 0.05 0.2349
H -4.273 -1.735 -3.431 0.53 0.35 -0.73 0.2108
H 3.263 -3.076 -1.721 -0.64 -0.24 -0.48 0.2172
H -0.860 -0.541 3.068 -0.37 1.46 0.55 0.3951
C -1.054 0.271 6.194 -0.58 -0.62 0.35 -0.6189
C -0.404 0.518 4.828 0.33 0.88 1.18 0.2236
C 0.049 1.977 4.879 0.36 0.79 -0.23 -0.6256
C 0.855 -0.353 4.777 -0.21 -0.34 -0.33 -0.6269
O -1.336 0.262 3.766 1.22 -1.25 -0.14 -0.5883
H -0.334 0.487 7.005 -0.27 -0.13 -0.40 0.2086
H -1.378 -0.772 6.280 0.18 0.01 0.03 0.2088
H -1.957 0.861 6.387 0.25 0.17 -0.31 0.2167
H 0.805 2.141 5.675 -0.44 -0.31 -0.36 0.2051
H 0.527 2.274 3.947 0.01 0.03 -0.21 0.2043
H -0.754 2.697 5.081 -0.07 -0.34 -0.16 0.2153
H 0.532 -1.367 5.036 0.41 -0.07 -0.09 0.2114
H 1.267 -0.353 3.762 0.10 0.01 0.49 0.2155
H 1.631 -0.009 5.480 -0.47 -0.16 -0.19 0.2184

=====

18
Properties=species:S:1:pos:R:3:forces:R:3:nbo_charge:R:1 method="wB97M-V/def2-TZVPD" lumo_ha=-0.0026 gap_ha=0.35522 homo_energy_ev=-9.74 relative_energy_kj_mol=831.5
C -1.809 -2.077 0.551 -1.90 -0.55 -0.32 -0.6228
C -0.467 -1.340 0.724 -0.75 -0.93 -1.78 -0.8026
N -0.944 1.240 -0.587 0.92 -1.42 2.52 -1.3856
N 1.403 1.775 -1.636 -0.86 1.93 0.09 -0.6521
N 1.396 0.543 0.596 -0.14 0.53 1.25 -0.7029
F 1.274 0.541 -2.266 -0.17 -0.37 0.15 -0.2356
F 2.092 0.466 1.851 -0.73 -0.44 -0.13 -0.2432
F -0.834 2.542 -2.635 0.31 0.33 0.44 -0.5646
F 3.401 0.749 -0.714 0.61 0.29 0.22 -0.5604
F -0.850 0.966 2.145 1.29 -0.91 -2.60 -0.5505
P -0.163 2.587 -1.176 0.06 -1.16 -1.40 1.4548
P 2.307 1.781 -0.207 0.52 -0.68 -0.92 1.4730
P -0.307 0.438 0.642 -1.60 1.55 0.56 2.1642
H -2.667 -1.935 1.253 1.16 0.39 0.13 0.2271
H -2.290 -1.747 -0.408 0.69 -0.54 0.55 0.2297
H -1.692 -3.210 0.550 0.27 1.54 -0.27 0.2308
H 0.046 -1.622 -0.252 0.04 0.40 1.34 0.2745
H 0.103 -1.697 1.571 0.28 0.05 0.17 0.2661

=====

8
Properties=species:S:1:pos:R:3:forces:R:3:nbo_charge:R:1 method="wB97M-V/def2-TZVPD" lumo_ha=-0.0114 gap_ha=0.33518 homo_energy_ev=-9.43 relative_energy_kj_mol=154.6 smiles="OC(=S)CF"
O -1.597 -0.637 -0.648 1.53 0.55 1.65 -0.6456
C -0.426 -0.058 -0.244 0.45 0.82 0.68 0.1638
S 0.676 0.732 -1.182 -1.20 -0.89 0.65 -0.0305
C -0.270 -0.209 1.281 -2.09 -3.03 3.41 -0.0528
F 1.062 -0.431 1.752 -1.78 0.77 -1.17 -0.3581
H -1.703 -0.377 -1.548 -0.25 0.22 -1.45 0.4993
H -0.824 0.527 2.108 1.57 -1.27 -2.89 0.2327
H -0.887 -1.285 1.556 1.77 2.82 -0.87 0.1913

=====

18
Properties=species:S:1:pos:R:3:forces:R:3:nbo_charge:R:1 method="wB97M-V/def2-TZVPD" lumo_ha=0.0189 gap_ha=0.36994 homo_energy_ev=-9.55 relative_energy_kj_mol=60.0
C 2.718 1.123 2.297 -0.15 0.02 -0.07 -0.4605
N 1.998 -0.095 1.976 0.06 -0.18 0.18 -0.4640
C 0.739 -0.062 1.919 -0.31 0.12 0.10 0.2612
N -0.111 1.021 2.160 0.39 -0.10 -0.12 -0.8368
H 2.798 1.765 1.415 -0.01 0.07 0.00 0.1962
H 3.721 0.860 2.607 0.20 -0.01 0.01 0.2117
H 2.267 1.701 3.113 -0.02 0.00 -0.01 0.1740
H 0.205 -0.998 1.743 0.03 0.09 -0.13 0.1609
H 0.357 1.912 2.215 -0.02 0.08 -0.06 0.3797
H -0.914 1.062 1.554 -0.19 -0.08 0.13 0.3788
N -1.044 -1.416 -1.110 0.11 0.29 -0.15 -0.8527
C -1.311 -0.644 -2.238 -0.06 -0.16 0.27 0.7757
N -1.648 0.663 -1.936 -0.01 0.15 -0.01 -0.8585
O -1.256 -1.065 -3.368 0.05 -0.10 -0.24 -0.6224
H -0.589 -2.283 -1.353 -0.04 -0.04 -0.01 0.3990
H -0.535 -0.900 -0.407 0.00 -0.13 0.11 0.3769
H -1.955 1.174 -2.747 -0.06 0.04 -0.05 0.3993
H -2.214 0.817 -1.118 0.03 -0.06 0.04 0.3814

=====

13
Properties=species:S:1:pos:R:3:forces:R:3:nbo_charge:R:1 method="wB97M-V/def2-TZVPD" lumo_ha="-0.3093 / -0.4848" gap_ha="0.42491 / 0.29270" charge=+2 homo_energy_ev="-19.98 / -21.16" relative_energy_kj_mol=87.7 multiplicity=5
C 1.541 -0.835 -0.075 2.27 -0.81 -0.99 -0.2905
O 0.285 -0.348 0.351 1.19 -1.83 1.17 -0.5307
C -0.225 -0.813 1.647 1.95 -2.76 1.44 0.1681
H 1.514 -1.931 -0.156 -0.19 0.32 0.05 0.2556
H 1.752 -0.398 -1.056 -0.08 -0.11 0.25 0.2483
H 2.325 -0.538 0.638 -0.34 0.03 -0.10 0.2527
H 0.578 -0.634 2.389 -0.46 0.09 -0.05 0.2568
H -0.408 -1.901 1.546 -0.20 0.38 0.12 0.2548
Ir -1.146 0.900 0.273 -4.04 2.90 0.33 1.6449
O -1.342 -0.080 1.849 0.06 0.29 0.21 -0.4550
C -1.623 2.182 -2.482 -1.40 2.02 -3.99 1.1278
O -1.922 2.615 -3.498 0.60 -0.87 1.66 -0.2535
O -1.329 1.782 -1.425 0.64 0.35 -0.11 -0.6793

=====

56
Properties=species:S:1:pos:R:3:forces:R:3:nbo_charge:R:1 method="wB97M-V/def2-TZVPD" lumo_ha="0.1663 / 0.1663" gap_ha="0.21103 / 0.21279" charge=-2 homo_energy_ev="-1.22 / -1.26" multiplicity=4
Cr -1.364 0.512 0.699 0.34 0.86 0.42 1.1683
S 0.650 4.740 1.876 0.00 -0.28 -0.03 -0.3021
C 0.545 3.059 2.048 0.07 -0.06 0.18 -0.4735
S -1.143 2.430 1.987 0.00 0.13 -0.02 -0.1528
S 1.850 2.024 2.378 -0.22 0.23 -0.08 -0.3173
O -3.562 -0.560 -2.962 0.01 0.19 0.23 -1.0338
As -2.106 0.013 -2.143 -0.23 0.50 -0.52 2.4439
O -1.062 0.489 -3.319 -0.12 -0.28 0.31 -1.1751
O -2.533 1.108 -0.927 0.56 -0.85 -0.32 -1.1615
C -1.501 -1.617 -1.242 -0.23 0.00 0.47 -0.4465
C -0.464 -2.305 -1.871 -0.04 0.12 0.11 -0.1409
C -0.006 -3.503 -1.354 0.05 -0.10 0.02 -0.2336
C -0.571 -4.026 -0.195 0.15 -0.07 -0.07 -0.2064
C -1.592 -3.355 0.448 -0.05 0.19 0.01 -0.1695
C -2.061 -2.146 -0.059 -0.10 -0.10 -0.49 -0.3276
S -3.549 -1.473 0.726 -0.01 0.32 0.20 2.4281
O -3.996 -2.471 1.664 0.06 -0.05 0.12 -0.9743
O -4.445 -1.248 -0.389 -0.19 0.11 -0.09 -1.0068
O -3.135 -0.207 1.413 -0.05 -0.66 -0.36 -0.9715
H -4.182 -0.782 -2.243 0.01 -0.04 0.03 0.5136
H -0.045 -1.875 -2.773 0.03 0.01 0.00 0.2358
H 0.790 -4.040 -1.859 -0.01 0.02 0.02 0.2011
H -0.204 -4.960 0.213 -0.01 0.02 -0.01 0.2051
H -2.046 -3.745 1.348 0.02 0.01 0.00 0.2513
C 3.351 2.407 -0.925 0.01 -0.04 -0.15 -0.4196
N 2.445 1.328 -1.335 0.00 -0.03 0.18 -0.4704
C 2.927 0.019 -0.931 0.09 0.09 -0.02 -0.4185
C 1.086 1.595 -1.100 0.04 -0.07 0.10 0.7051
N 0.405 0.865 -0.264 -0.11 -0.20 -0.23 -0.8734
N 0.606 2.642 -1.785 -0.16 0.18 -0.12 -0.4059
C -0.650 3.307 -1.469 0.19 0.00 0.02 -0.4080
C 1.148 3.028 -3.074 -0.07 -0.04 0.08 -0.4000
H 3.525 2.386 0.156 -0.02 -0.02 0.01 0.2277
H 2.913 3.373 -1.166 0.02 -0.02 -0.01 0.2189
H 4.299 2.298 -1.459 -0.01 0.01 -0.02 0.1713
H 3.861 -0.184 -1.463 0.00 0.03 0.02 0.1878
H 2.203 -0.745 -1.207 -0.01 -0.01 -0.02 0.2160
H 3.129 -0.043 0.148 -0.06 -0.01 0.00 0.1990
H 1.049 0.333 0.309 0.04 0.17 0.20 0.4132
H -1.442 2.949 -2.123 -0.04 0.02 -0.05 0.2120
H -0.498 4.380 -1.605 0.01 0.03 0.00 0.1847
H -0.931 3.137 -0.436 0.01 -0.02 0.03 0.2489
H 1.977 2.386 -3.350 0.00 -0.02 0.01 0.2193
H 1.485 4.070 -3.046 -0.01 -0.01 -0.01 0.1761
H 0.357 2.926 -3.821 0.01 -0.01 -0.01 0.2122
F 1.141 -3.232 5.033 0.02 -0.01 0.04 -0.3648
C 0.640 -2.377 4.088 -0.03 0.01 -0.04 0.3449
C 1.169 -2.401 2.819 0.02 0.08 -0.05 -0.2671
C 0.629 -1.531 1.870 0.11 -0.03 -0.06 -0.2491
C -0.404 -0.635 2.146 -0.01 -0.27 -0.03 -0.3329
C -0.888 -0.660 3.460 0.08 -0.05 0.03 -0.1837
C -0.385 -1.521 4.432 -0.04 0.11 -0.05 -0.2922
H 1.985 -3.075 2.583 -0.05 0.00 -0.01 0.1957
H 1.048 -1.591 0.865 -0.04 -0.02 0.04 0.1821
H -1.674 0.029 3.744 -0.06 -0.03 -0.01 0.2118
H -0.774 -1.523 5.444 0.02 -0.01 -0.02 0.2052

=====

no.,molar mass (g mol⁻¹),largest force on an atom (Eh/bohr)
1,365.737,0.1069
2,258.995,0.0591
3,94.110,0.0975
4,118.140,0.0082
5,297.286,0.0970
6,650.573,0.0208